Record 1
This record from OMol25 describes the molecule C2H4N2S2 in a non-equilibrium geometry. The level of theory is the ωB97M-V functional and the def2-TZVPD basis.

As for the HOMO energy: -9.0530 eV. The SMILES is [H]/N=C(\N)C(=S)S. The value obtained for the gap between HOMO and LUMO is 7.9002 eV.

CARTESIAN COORDINATES (ANGSTROEM)
H -1.800 0.974 -0.228
N -0.807 1.044 -0.559
C -0.239 0.011 -0.034
N -0.939 -1.141 0.528
C 1.324 -0.005 -0.092
S 2.263 -1.432 -0.167
S 1.925 1.656 0.182
H -0.400 -1.937 0.438
H -1.845 -1.037 -0.286
H 0.519 1.868 0.218

natural (NBO) population analysis, charges in e, atoms 1 to 8:
1. H 0.35
2. N -0.69
3. C 0.38
4. N -0.79
5. C -0.32
6. S -0.01
7. S 0.09
8. H 0.40

Record 2
This record from OMol25 describes a structure of composition C2H4N2S2 in a non-equilibrium geometry. The level of theory is the ωB97M-V functional and the def2-TZVPD basis.

As for the HOMO energy (alpha / beta): -7.6876 / -7.5549 eV. The value obtained for the gap between HOMO and LUMO (alpha / beta) is 6.9707 / 6.7658 eV.

CARTESIAN COORDINATES (ANGSTROEM)
C 0.336 1.038 -1.293
C 0.868 0.749 0.965
N 1.061 1.161 -0.203
N -1.192 -0.704 -0.151
S -0.828 -0.142 -1.589
S -1.361 -2.392 0.035
H 0.654 1.811 -2.053
H 1.617 0.338 1.602
H -0.019 0.350 1.375
H -1.136 -2.208 1.312

natural (NBO) population analysis, charges in e, atoms 1 to 8:
1. C -0.24
2. C -0.01
3. N -0.42
4. N -0.99
5. S 0.78
6. S 0.18
7. H 0.23
8. H 0.17

Record 3
This record from OMol25 describes a cluster of 2 separate species, C2H4N2S2 in total in a non-equilibrium geometry. The level of theory is the ωB97M-V functional and the def2-TZVPD basis.

As for the HOMO energy (alpha / beta): -9.1589 / -9.1841 eV. The value obtained for the gap between HOMO and LUMO (alpha / beta) is 7.3844 / 7.3014 eV.

CARTESIAN COORDINATES (ANGSTROEM)
C -0.158 0.571 -0.392
C -0.196 -1.023 -0.146
N -1.488 0.897 -0.962
N -2.390 0.121 -0.830
S -4.582 0.425 0.363
S -1.974 -1.426 0.019
H -0.328 1.122 0.545
H 0.773 0.739 -0.938
H 0.258 -1.582 -1.042
H 0.419 -1.161 0.768

natural (NBO) population analysis, charges in e, atoms 1 to 8:
1. C -0.29
2. C -0.60
3. N -0.09
4. N -0.19
5. S -0.09
6. S 0.32
7. H 0.23
8. H 0.24

Record 4
This record from OMol25 describes the molecule C2H4N2S2 in a non-equilibrium geometry. The level of theory is the ωB97M-V functional and the def2-TZVPD basis.

As for the HOMO energy: -8.7122 eV. The SMILES is [S-][N+]1=NCSC1. The value obtained for the gap between HOMO and LUMO is 8.2479 eV.

CARTESIAN COORDINATES (ANGSTROEM)
S -0.679 2.102 -2.153
N -0.140 1.065 -1.035
N 0.437 0.044 -1.364
C 1.046 -0.736 -0.436
S 0.118 -0.345 1.196
C -0.251 1.236 0.447
H 1.015 -1.830 -0.508
H 2.045 -0.277 -0.245
H 0.528 2.040 0.868
H -1.145 1.701 0.771

natural (NBO) population analysis, charges in e, atoms 1 to 8:
1. S -0.02
2. N -0.15
3. N -0.17
4. C -0.33
5. S 0.14
6. C -0.43
7. H 0.25
8. H 0.23

Record 5
This record from OMol25 describes the molecule C2H4N2S2 in a non-equilibrium geometry. The level of theory is the ωB97M-V functional and the def2-TZVPD basis.

As for the HOMO energy: -8.5314 eV. The SMILES is C=NS/C=N/S. The value obtained for the gap between HOMO and LUMO is 9.1289 eV.

CARTESIAN COORDINATES (ANGSTROEM)
C 1.526 -1.217 -0.500
N 1.963 -0.110 -0.990
S 1.028 1.329 -1.006
C -0.437 1.257 -0.083
N -0.883 0.250 0.510
S -2.414 0.517 1.196
H 2.177 -2.047 -0.602
H 0.596 -1.437 0.038
H -0.954 2.199 -0.135
H -2.603 -0.741 1.572

natural (NBO) population analysis, charges in e, atoms 1 to 8:
1. C -0.06
2. N -0.54
3. S 0.48
4. C -0.12
5. N -0.59
6. S 0.17
7. H 0.17
8. H 0.20

Record 6
This record from OMol25 describes a cluster of 2 separate species, C2H4N2S3 in total in a non-equilibrium geometry. The level of theory is the ωB97M-V functional and the def2-TZVPD basis.

As for the HOMO energy: -9.4656 eV. The SMILES is Sc1csnn1.S. The value obtained for the gap between HOMO and LUMO is 9.4084 eV.

CARTESIAN COORDINATES (ANGSTROEM)
S -0.751 2.212 -1.240
C 0.301 1.943 0.171
C 1.665 1.887 0.148
S 2.178 1.647 1.742
N 0.660 1.467 2.288
N -0.213 1.651 1.386
H -1.036 3.428 -0.694
H 2.320 2.380 -0.486
S 0.334 -1.345 0.631
H -0.368 -0.223 0.824
H 0.495 -1.473 1.872

natural (NBO) population analysis, charges in e, atoms 1 to 8:
1. S 0.04
2. C -0.06
3. C -0.45
4. S 0.69
5. N -0.37
6. N -0.23
7. H 0.15
8. H 0.25

Record 7
This record from OMol25 describes the molecule C2H4N2S3 in a non-equilibrium geometry. The level of theory is the ωB97M-V functional and the def2-TZVPD basis.

As for the HOMO energy: -8.7477 eV. The SMILES is S=CNS/C=N/S. The value obtained for the gap between HOMO and LUMO is 8.8831 eV.

CARTESIAN COORDINATES (ANGSTROEM)
S 3.114 -1.094 0.021
C 1.811 -0.091 -0.413
N 1.078 0.700 0.419
S -0.062 1.814 -0.100
C -1.501 0.893 0.010
N -1.455 -0.320 0.356
S -2.862 -1.176 -0.089
H 1.586 0.208 -1.411
H 0.979 0.489 1.378
H -2.403 1.552 -0.252
H -2.417 -2.423 -0.036

natural (NBO) population analysis, charges in e, atoms 1 to 8:
1. S -0.13
2. C -0.03
3. N -0.73
4. S 0.51
5. C -0.12
6. N -0.58
7. S 0.16
8. H 0.18

Record 8
This record from OMol25 describes the molecule C2H4N2S3 in a non-equilibrium geometry. The level of theory is the ωB97M-V functional and the def2-TZVPD basis.

As for the HOMO energy: -8.4794 eV. The SMILES is S[C@H]1C=NN(S)S1. The value obtained for the gap between HOMO and LUMO is 8.8335 eV.

CARTESIAN COORDINATES (ANGSTROEM)
S -1.022 1.658 1.643
C -0.652 0.008 0.984
C -0.997 0.174 -0.540
N -0.075 -0.075 -1.396
N 1.340 -0.161 -0.836
S 2.179 -1.465 -1.517
S 1.229 -0.328 0.979
H -1.537 1.334 2.843
H -1.039 -0.846 1.455
H -1.981 0.668 -0.858
H 2.556 -0.967 -2.758

natural (NBO) population analysis, charges in e, atoms 1 to 8:
1. S 0.01
2. C -0.52
3. C 0.03
4. N -0.22
5. N -0.56
6. S 0.18
7. S 0.33
8. H 0.13

Record 9
This record from OMol25 describes the molecule C2H4N2S3 in a non-equilibrium geometry. The level of theory is the ωB97M-V functional and the def2-TZVPD basis.

As for the HOMO energy: -8.4681 eV. The SMILES is S=CSN/C=N/S. The value obtained for the gap between HOMO and LUMO is 8.2413 eV.

CARTESIAN COORDINATES (ANGSTROEM)
S -3.288 -1.455 -0.140
C -1.958 -0.646 0.140
S -1.696 0.858 -0.655
N -0.247 1.475 0.004
C 0.938 0.771 0.125
N 1.139 -0.287 -0.548
S 2.591 -1.171 -0.214
H -1.144 -0.860 0.842
H -0.431 2.166 0.796
H 1.550 1.148 0.944
H 2.545 -1.999 -1.293

natural (NBO) population analysis, charges in e, atoms 1 to 8:
1. S 0.07
2. C -0.53
3. S 0.55
4. N -0.78
5. C 0.24
6. N -0.61
7. S 0.14
8. H 0.22

Record 10
This record from OMol25 describes a structure of composition C2H4N2Se in a non-equilibrium geometry. The level of theory is the ωB97M-V functional and the def2-TZVPD basis.

As for the HOMO energy (alpha / beta): -7.8832 / -7.8828 eV. The value obtained for the gap between HOMO and LUMO (alpha / beta) is 7.1758 / 7.1744 eV.

CARTESIAN COORDINATES (ANGSTROEM)
C -2.455 1.423 -0.056
C 2.227 -1.434 -0.017
N 0.840 0.475 0.285
N 1.428 -0.472 0.030
Se -1.570 0.188 0.820
H -2.305 1.758 -1.021
H -3.356 1.893 0.428
H 3.105 -1.310 -0.567
H 2.088 -2.521 0.097

natural (NBO) population analysis, charges in e, atoms 1 to 8:
1. C -0.54
2. C -0.46
3. N -0.09
4. N 0.05
5. Se 0.23
6. H 0.18
7. H 0.20
8. H 0.21

Record 11
This record from OMol25 describes a cluster of 2 separate species, C2H4N3 in total in a non-equilibrium geometry. The level of theory is the ωB97M-V functional and the def2-TZVPD basis.

As for the charge: +1. As for the HOMO energy: -16.3567 eV. The value obtained for the gap between HOMO and LUMO is 9.5389 eV.

CARTESIAN COORDINATES (ANGSTROEM)
C -0.722 1.314 -0.572
C 0.532 -1.199 0.021
N 0.794 -0.887 1.376
N 1.317 -0.050 0.658
N -1.257 2.068 -1.276
H 0.975 -1.977 -0.492
H -0.455 -1.071 -0.173
H 0.321 -0.985 2.282
H -1.505 2.787 -1.824

natural (NBO) population analysis, charges in e, atoms 1 to 8:
1. C 0.23
2. C -0.06
3. N -0.15
4. N 0.22
5. N -0.62
6. H 0.23
7. H 0.22
8. H 0.48

Record 12
This record from OMol25 describes a cluster of 2 separate species, C2H4N3O in total in a non-equilibrium geometry. The level of theory is the ωB97M-V functional and the def2-TZVPD basis.

As for the charge: +1. As for the HOMO energy: -16.2053 eV. The value obtained for the gap between HOMO and LUMO is 11.6645 eV.

CARTESIAN COORDINATES (ANGSTROEM)
C -0.016 -0.733 -0.027
C -2.523 0.455 0.219
N -1.737 0.086 -0.633
N 0.220 -1.684 -0.649
N 0.468 0.071 0.837
O -3.265 0.711 1.049
H -1.472 0.650 -1.563
H 0.076 -2.276 -1.456
H -0.037 0.685 1.467
H 1.404 0.060 1.012

natural (NBO) population analysis, charges in e, atoms 1 to 8:
1. C 0.74
2. C 0.91
3. N -0.82
4. N -0.53
5. N -0.78
6. O -0.37
7. H 0.49
8. H 0.47

Record 13
This record from OMol25 describes the ion C2H4N3O with charge +1 in a non-equilibrium geometry. The level of theory is the ωB97M-V functional and the def2-TZVPD basis.

As for the charge: +1. As for the HOMO energy: -17.4303 eV. The SMILES is C[n+]1ncno1. The value obtained for the gap between HOMO and LUMO is 10.8994 eV.

CARTESIAN COORDINATES (ANGSTROEM)
C -0.502 -0.467 0.731
N 0.378 0.287 -0.092
N 0.367 0.475 -1.316
C 1.477 1.088 -1.734
N 2.275 1.309 -0.676
O 1.637 0.890 0.337
H -0.248 -1.455 0.681
H -0.223 -0.056 1.776
H -1.483 -0.056 0.333
H 1.742 1.343 -2.677

natural (NBO) population analysis, charges in e, atoms 1 to 8:
1. C -0.43
2. N 0.22
3. N -0.05
4. C 0.11
5. N 0.10
6. O -0.04
7. H 0.26
8. H 0.28

Record 14
This record from OMol25 describes the ion C2H4N3O with charge +1 in a non-equilibrium geometry. The level of theory is the ωB97M-V functional and the def2-TZVPD basis.

As for the charge: +1. As for the HOMO energy: -15.9924 eV. The SMILES is CC(=O)N=[N+]=N. The value obtained for the gap between HOMO and LUMO is 10.5783 eV.

CARTESIAN COORDINATES (ANGSTROEM)
C -0.729 -1.536 0.595
C 0.416 -0.891 -0.074
O 1.541 -1.044 -0.345
N 0.068 0.577 -0.357
N 0.442 1.673 -0.608
N 0.620 2.764 -0.910
H -0.316 -2.121 1.450
H -1.389 -0.831 1.139
H -1.170 -2.370 -0.118
H 0.517 3.778 -0.772

natural (NBO) population analysis, charges in e, atoms 1 to 8:
1. C -0.76
2. C 0.73
3. O -0.37
4. N -0.18
5. N 0.45
6. N -0.27
7. H 0.30
8. H 0.28

Record 15
This record from OMol25 describes the ion C2H4N3O with charge +1 in a non-equilibrium geometry. The level of theory is the ωB97M-V functional and the def2-TZVPD basis.

As for the charge: +1. As for the HOMO energy: -13.5644 eV. The value obtained for the gap between HOMO and LUMO is 7.8742 eV.

CARTESIAN COORDINATES (ANGSTROEM)
C 1.591 -0.134 0.150
C -0.612 1.190 0.068
N -3.556 -0.559 0.260
N -1.818 0.887 0.158
N -2.687 0.139 -0.186
O 0.373 -0.214 0.058
H 2.168 -1.056 0.098
H 2.137 0.803 0.284
H -0.063 2.071 0.297
H -4.187 -0.982 -0.425

natural (NBO) population analysis, charges in e, atoms 1 to 8:
1. C 0.38
2. C 0.23
3. N -0.27
4. N -0.11
5. N 0.15
6. O -0.38
7. H 0.21
8. H 0.18

Record 16
This record from OMol25 describes the ion C2H4N3O8S2 with charge -1 in a non-equilibrium geometry. The level of theory is the ωB97M-V functional and the def2-TZVPD basis.

As for the charge: -1. As for the HOMO energy: -6.6905 eV. The SMILES is CC(=O)NN([N+](=O)[O-])S(=O)(=O)S(=O)(=O)[O-]. The value obtained for the gap between HOMO and LUMO is 9.9037 eV.

CARTESIAN COORDINATES (ANGSTROEM)
C 1.483 2.137 -0.442
C 1.192 0.658 -0.693
O 1.177 0.323 -1.828
N 0.952 -0.056 0.441
N 0.352 -1.254 0.358
N 0.995 -2.367 0.848
O 2.114 -2.112 1.283
O 0.536 -3.488 0.824
S -1.546 -0.919 0.688
O -2.174 -2.194 0.770
O -1.389 -0.205 1.925
S -2.177 0.388 -0.947
O -1.803 -0.442 -2.056
O -1.357 1.543 -0.680
O -3.569 0.498 -0.615
H 0.477 2.316 -0.319
H 2.090 2.240 0.448
H 1.789 2.584 -1.395
H 0.859 0.349 1.390

natural (NBO) population analysis, charges in e, atoms 1 to 8:
1. C -0.73
2. C 0.71
3. O -0.58
4. N -0.48
5. N -0.32
6. N 0.62
7. O -0.44
8. O -0.38

Record 17
This record from OMol25 describes the molecule C2H4N3OP in a non-equilibrium geometry. The level of theory is the ωB97M-V functional and the def2-TZVPD basis.

As for the HOMO energy: -10.5118 eV. The SMILES is O=[PH2]c1cn[nH]n1. The value obtained for the gap between HOMO and LUMO is 11.3475 eV.

CARTESIAN COORDINATES (ANGSTROEM)
O 0.655 2.608 -1.144
P -0.299 1.847 -0.290
C 0.043 0.091 0.150
C 0.485 -0.870 -0.815
N 0.579 -2.030 -0.206
N 0.078 -1.813 0.979
N -0.303 -0.517 1.236
H -1.615 1.739 -0.772
H -0.476 2.292 1.042
H 0.647 -0.781 -1.856
H 0.207 -2.566 1.674

natural (NBO) population analysis, charges in e, atoms 1 to 8:
1. O -1.04
2. P 1.51
3. C -0.25
4. C -0.09
5. N -0.20
6. N -0.18
7. N -0.22
8. H -0.08

Record 18
This record from OMol25 describes the molecule C2H4N3OP in a non-equilibrium geometry. The level of theory is the ωB97M-V functional and the def2-TZVPD basis.

As for the HOMO energy (alpha / beta): -5.2941 / -9.7752 eV. As for the spin multiplicity: 3. The value obtained for the gap between HOMO and LUMO (alpha / beta) is 6.0802 / 6.7746 eV.

CARTESIAN COORDINATES (ANGSTROEM)
C 0.367 -0.923 0.109
C 1.729 -0.635 0.338
N -0.296 0.221 -0.047
N 1.830 0.681 0.316
N 0.670 1.203 0.042
O -2.787 -0.872 0.071
P -2.118 0.448 -0.023
H -0.249 -1.768 -0.015
H 0.232 2.112 0.115
H 2.646 -1.156 0.519
H -2.024 0.687 -1.425

natural (NBO) population analysis, charges in e, atoms 1 to 8:
1. C -0.15
2. C -0.08
3. N -0.52
4. N -0.28
5. N -0.25
6. O -0.88
7. P 1.36
8. H 0.23

Record 19
This record from OMol25 describes the molecule C2H4N4. The level of theory is the ωB97M-V functional and the def2-TZVPD basis.

As for the HOMO energy: -8.8715 eV. The SMILES is Nc1c[nH]nn1. The value obtained for the gap between HOMO and LUMO is 9.7860 eV.

CARTESIAN COORDINATES (ANGSTROEM)
N 1.842 0.178 0.098
C 0.471 -0.134 0.099
C -0.560 0.716 -0.199
N -1.669 -0.018 0.010
N -1.383 -1.231 0.433
N -0.079 -1.327 0.474
H 2.200 0.329 -0.845
H 2.362 -0.562 0.559
H -0.574 1.734 -0.527
H -2.611 0.316 -0.102

natural (NBO) population analysis, charges in e, atoms 1 to 8:
1. N -0.82
2. C 0.22
3. C -0.14
4. N -0.31
5. N -0.06
6. N -0.28
7. H 0.38
8. H 0.38

Record 20
This record from OMol25 describes the molecule C2H4N4 in a non-equilibrium geometry. The level of theory is the ωB97M-V functional and the def2-TZVPD basis.

As for the HOMO energy: -10.7924 eV. The SMILES is Cn1cnnn1. The value obtained for the gap between HOMO and LUMO is 11.4488 eV.

CARTESIAN COORDINATES (ANGSTROEM)
C 0.456 1.259 0.280
N -0.275 0.085 -0.162
C 0.351 -1.070 -0.435
N -0.485 -2.059 -0.276
N -1.657 -1.483 0.081
N -1.542 -0.206 0.171
H 1.136 0.814 1.022
H -0.191 1.949 0.805
H 0.896 1.824 -0.558
H 1.310 -1.112 -0.929

natural (NBO) population analysis, charges in e, atoms 1 to 8:
1. C -0.42
2. N -0.20
3. C 0.14
4. N -0.29
5. N -0.07
6. N -0.06
7. H 0.22
8. H 0.24

Computed relative energy (zero: lowest compared OMol25 entry of this formula, charge and spin), in the same sequence as the records: 2.7512, 4.6336, 5.2912, 3.4163, 2.6882, 1.5975, 1.6655, 2.9422, 1.5073, 2.8351, 5.1245, 1.2220, 4.3019, 4.1580, 5.5393, 3.9803, 0.2995, 0.0000, 1.0385, 1.8755 eV.